Record 1
Entry from the OMol25 dataset: 9 unconnected molecules or ions with the total composition C7H25NO8 in a non-equilibrium geometry (the ωB97M-V functional and the def2-TZVPD basis).

**HOMO level**: -7.612 eV
**2S+1**: 1
**SMILES string**: C=Cc1cc[nH]c1C.O.O.O.O.O.O.O.O
**Net charge**: 0
**ΔE to the lowest compared entry with this formula, charge and spin**: 267.0 kJ/mol
**E_LUMO**: 0.29 eV

Each line ends with the natural charge from an NBO analysis.
Cartesian coordinates (Å):
C (-2.74, 0.10, -2.62)  -0.4183
C (-1.79, -0.32, -1.78)  -0.1708
C (-1.89, -0.74, -0.39)  -0.1756
C (-3.07, -0.98, 0.29)  -0.2935
C (-2.64, -1.52, 1.56)  -0.0940
N (-1.26, -1.69, 1.58)  -0.5249
C (-0.78, -1.27, 0.33)  0.1799
C (0.76, -1.17, 0.09)  -0.6765
H (-3.77, 0.47, -2.27)  0.1765
H (-2.47, 0.39, -3.59)  0.2003
H (-0.86, -0.67, -2.11)  0.2133
H (-4.05, -0.72, -0.02)  0.2199
H (-3.38, -1.51, 2.29)  0.2089
H (-0.73, -1.84, 2.47)  0.4465
H (1.15, -1.65, -0.74)  0.2433
H (1.41, -1.73, 0.86)  0.2333
H (1.09, -0.08, 0.00)  0.2121
O (1.66, 3.25, 0.43)  -0.9667
H (0.88, 2.93, 0.79)  0.4996
H (2.10, 3.86, 0.97)  0.4745
O (2.34, -0.83, -2.60)  -0.9626
H (2.91, -1.39, -1.96)  0.4599
H (2.50, 0.08, -2.21)  0.5001
O (4.08, -0.30, 0.21)  -0.9820
H (4.38, -1.18, 0.41)  0.4939
H (3.21, -0.05, 0.51)  0.4955
O (-0.36, 1.99, 1.65)  -0.9875
H (-1.03, 2.63, 1.27)  0.5100
H (-0.70, 1.21, 1.34)  0.4763
O (-2.70, 2.98, 0.83)  -0.9518
H (-3.06, 2.20, 1.26)  0.4864
H (-3.27, 3.14, 0.09)  0.4899
O (-0.57, -3.32, -1.72)  -0.9448
H (-1.16, -4.04, -1.79)  0.4730
H (0.03, -3.34, -2.48)  0.4795
O (3.24, 1.97, -1.28)  -0.9957
H (2.83, 2.58, -0.62)  0.4968
H (3.71, 1.33, -0.76)  0.4705
O (1.31, -0.58, 3.10)  -0.9485
H (1.76, -0.42, 3.84)  0.4650
H (0.93, 0.22, 2.76)  0.4881

***

Record 2
Entry from the OMol25 dataset: 2 unconnected molecules or ions with the total composition C36H32ClN2 in a non-equilibrium geometry (the ωB97M-V functional and the def2-TZVPD basis).

**HOMO level**: -10.234 eV
**2S+1**: 1
**Net charge**: +1
**ΔE to the lowest compared entry with this formula, charge and spin**: 127.5 kJ/mol
**E_LUMO**: -3.24 eV

Each line ends with the Löwdin charge.
Cartesian coordinates (Å):
C (-6.22, -2.07, -2.83)  -0.0779
C (-5.46, -1.01, -3.34)  -0.0731
C (-4.41, -0.49, -2.59)  -0.0452
C (-4.07, -1.00, -1.32)  -0.2122
C (-2.97, -0.24, -0.58)  -0.1140
C (-1.85, -0.17, -1.37)  -0.0629
C (-0.63, 0.68, -1.62)  -0.1535
C (-0.71, 1.97, -2.42)  -0.2165
C (0.04, 3.13, -2.11)  -0.0531
C (0.40, 4.03, -3.12)  -0.0892
C (-0.14, 3.88, -4.41)  -0.0856
C (-0.98, 2.79, -4.68)  -0.0790
C (-1.27, 1.85, -3.70)  -0.0523
C (-3.26, 0.32, 0.78)  -0.1487
C (-2.28, 0.75, 1.71)  -0.0362
C (-2.66, 1.41, 2.90)  -0.0905
C (-4.00, 1.65, 3.21)  -0.0834
C (-4.98, 1.21, 2.32)  -0.0697
C (-4.62, 0.51, 1.16)  -0.0196
C (-4.77, -2.13, -0.86)  -0.0410
C (-5.85, -2.65, -1.60)  -0.0789
H (-7.08, -2.44, -3.42)  0.1081
H (-5.65, -0.58, -4.33)  0.1082
H (-3.85, 0.37, -2.94)  0.0998
H (-1.77, -1.01, -2.10)  0.1179
H (0.02, 0.80, -0.70)  0.1028
H (0.40, 3.35, -1.09)  0.1008
H (1.05, 4.88, -2.88)  0.1034
H (0.01, 4.67, -5.16)  0.1055
H (-1.43, 2.70, -5.66)  0.1030
H (-1.88, 0.98, -3.96)  0.1083
H (-1.24, 0.50, 1.52)  0.0757
H (-1.91, 1.72, 3.62)  0.0954
H (-4.32, 2.15, 4.13)  0.1084
H (-6.05, 1.34, 2.54)  0.1101
H (-5.40, 0.07, 0.54)  0.1132
H (-4.51, -2.64, 0.08)  0.1175
H (-6.40, -3.53, -1.24)  0.1063
C (2.21, -2.77, 0.04)  0.0303
N (3.03, -1.61, 0.32)  0.0120
C (2.97, -0.76, 1.39)  -0.0956
H (-0.16, 0.07, -2.41)  0.1124
C (2.51, -1.07, 2.74)  -0.1503
C (3.45, -1.63, 3.65)  -0.0204
C (3.07, -1.73, 4.99)  -0.6538
Cl (4.23, -2.21, 6.17)  0.7190
C (1.76, -1.42, 5.41)  -0.0631
C (0.81, -1.01, 4.47)  -0.0397
C (1.19, -0.82, 3.14)  -0.0153
N (3.47, 0.42, 0.92)  0.0107
C (3.21, 1.76, 1.39)  0.0268
C (4.32, 0.15, -0.16)  -0.1443
C (4.04, -1.15, -0.55)  -0.1457
C (5.00, -1.95, -1.18)  0.0072
C (6.35, -1.57, -1.01)  -0.0420
C (6.65, -0.25, -0.61)  -0.0402
C (5.60, 0.67, -0.39)  0.0095
H (2.53, -3.09, -0.96)  0.0974
H (2.36, -3.57, 0.78)  0.1114
H (1.14, -2.53, -0.04)  0.1096
H (4.46, -1.94, 3.32)  0.1321
H (1.49, -1.50, 6.46)  0.1153
H (-0.22, -0.82, 4.72)  0.1164
H (0.52, -0.48, 2.35)  0.1022
H (3.72, 2.45, 0.72)  0.1029
H (2.15, 2.01, 1.32)  0.1018
H (3.53, 1.86, 2.43)  0.1100
H (4.69, -2.83, -1.74)  0.1185
H (7.18, -2.26, -1.26)  0.1235
H (7.70, 0.08, -0.57)  0.1222
H (5.74, 1.75, -0.33)  0.1173

***

Record 3
Entry from the OMol25 dataset: a molecular structure, C55H46Cl3I2KN5O4S3Sb in a non-equilibrium geometry (the ωB97M-V functional and the def2-TZVPD basis).

**HOMO level**: -2.122 eV
**2S+1**: 1
**Net charge**: -2
**ΔE to the lowest compared entry with this formula, charge and spin**: 157.2 kJ/mol
**E_LUMO**: 3.31 eV

Each line ends with the Löwdin charge.
Cartesian coordinates (Å):
K (0.91, 0.51, -0.45)  0.6333
C (-1.81, -0.84, 4.54)  -0.1396
O (-0.87, -0.52, 3.56)  -0.0995
C (-0.55, -1.51, 2.66)  -0.2147
C (-1.15, -2.75, 2.65)  -0.0600
C (-0.77, -3.72, 1.71)  -0.1390
C (0.24, -3.41, 0.82)  -0.0853
C (0.88, -2.17, 0.82)  -0.1807
C (1.93, -1.94, -0.16)  -0.1848
N (2.86, -1.08, -0.02)  -0.0302
N (3.76, -0.94, -1.05)  0.0454
C (3.56, 0.03, -1.90)  -0.5104
O (2.64, 0.91, -1.86)  -0.2946
C (4.53, 0.02, -3.05)  -0.1319
C (5.77, -0.62, -2.96)  -0.0438
C (6.62, -0.65, -4.05)  -0.1121
C (6.26, -0.04, -5.24)  -0.1288
C (5.03, 0.61, -5.33)  -0.0978
C (4.18, 0.64, -4.24)  -0.0335
C (0.49, -1.14, 1.73)  -0.3783
O (0.99, 0.03, 1.76)  -0.2065
H (-1.89, 0.02, 5.20)  0.0887
H (-1.51, -1.71, 5.13)  0.0889
H (-2.80, -1.05, 4.11)  0.0784
H (-1.94, -2.99, 3.36)  0.0905
H (-1.25, -4.69, 1.71)  0.0773
H (0.56, -4.15, 0.09)  0.1064
H (1.89, -2.55, -1.08)  0.1291
H (6.04, -1.09, -2.02)  0.0975
H (7.58, -1.14, -3.97)  0.0869
H (6.92, -0.07, -6.10)  0.0837
H (4.74, 1.09, -6.26)  0.0936
H (3.22, 1.15, -4.31)  0.0734
S (-2.79, 2.28, -2.29)  0.5959
C (-2.92, 1.87, -0.63)  -0.7846
C (-3.09, 2.84, 0.37)  -0.1035
C (-3.28, 2.44, 1.67)  -0.0842
C (-3.25, 1.08, 2.00)  -0.0678
C (-3.06, 0.19, 0.97)  -0.1295
N (-2.93, 0.56, -0.30)  -0.0891
H (-3.08, 3.89, 0.10)  0.0957
H (-3.45, 3.18, 2.45)  0.1006
H (-3.36, 0.73, 3.02)  0.0781
H (-3.04, -0.89, 1.15)  0.1211
I (0.34, 2.71, -5.16)  0.6595
C (0.80, 2.91, -3.11)  -1.1899
I (2.53, 4.10, -2.78)  0.7162
H (0.96, 1.90, -2.72)  -0.0809
H (-0.04, 3.40, -2.64)  -0.0744
Cl (0.88, 1.86, 8.47)  0.6442
C (1.92, 2.01, 7.09)  -0.6681
C (1.99, 0.99, 6.16)  -0.0721
C (2.85, 1.11, 5.08)  0.0244
C (3.64, 2.24, 4.90)  -0.1752
C (4.61, 2.34, 3.74)  -0.2925
C (4.10, 3.25, 2.60)  -0.0651
N (2.75, 3.06, 2.13)  -0.0483
C (1.60, 3.43, 2.79)  -0.0582
C (0.59, 3.31, 1.89)  -0.1239
N (1.08, 2.89, 0.68)  0.0240
C (2.37, 2.74, 0.86)  -0.2085
O (5.11, 1.08, 3.37)  -0.1113
C (4.46, 0.26, 2.38)  -0.1530
C (5.02, -1.12, 2.58)  -0.3002
C (6.34, -1.43, 2.45)  -0.9713
Cl (7.60, -0.37, 1.99)  0.6528
S (6.67, -3.09, 2.79)  0.9528
C (5.00, -3.38, 3.12)  -0.4148
C (4.26, -2.26, 2.97)  -0.1262
C (3.54, 3.26, 5.86)  -0.5936
Cl (4.48, 4.71, 5.74)  0.7053
C (2.68, 3.16, 6.95)  -0.1472
H (1.38, 0.10, 6.27)  0.1107
H (2.90, 0.31, 4.36)  0.1165
H (5.51, 2.85, 4.11)  0.1310
H (4.79, 3.14, 1.76)  0.1418
H (4.18, 4.28, 2.96)  0.1071
H (1.60, 3.75, 3.82)  0.1098
H (-0.46, 3.50, 2.04)  0.0888
H (3.05, 2.40, 0.11)  0.1078
H (4.70, 0.61, 1.37)  0.1225
H (3.37, 0.24, 2.47)  0.0978
H (4.68, -4.37, 3.38)  0.0595
H (3.19, -2.23, 3.10)  0.1171
H (2.62, 3.96, 7.67)  0.0974
S (-0.86, -0.88, -2.52)  0.0257
Sb (-3.13, -0.55, -2.48)  1.1220
C (-3.87, -2.40, -1.63)  -0.3271
C (-5.23, -2.70, -1.59)  -0.1353
C (-5.67, -3.92, -1.07)  -0.1063
C (-4.74, -4.85, -0.61)  -0.1115
C (-3.39, -4.56, -0.66)  -0.0952
C (-2.95, -3.34, -1.17)  -0.1288
C (-5.13, 0.39, -2.27)  -0.3496
C (-5.70, 0.97, -3.39)  -0.1425
C (-6.90, 1.67, -3.31)  -0.1016
C (-7.54, 1.82, -2.09)  -0.1176
C (-6.99, 1.22, -0.96)  -0.0961
C (-5.81, 0.50, -1.05)  -0.1364
C (-3.44, -1.00, -4.58)  -0.3502
C (-2.99, -0.13, -5.58)  -0.1405
C (-3.04, -0.51, -6.91)  -0.0993
C (-3.53, -1.75, -7.27)  -0.1179
C (-3.97, -2.63, -6.29)  -0.1060
C (-3.93, -2.25, -4.95)  -0.1148
H (-5.96, -2.00, -1.96)  0.0896
H (-6.73, -4.14, -1.04)  0.0905
H (-5.09, -5.79, -0.20)  0.0888
H (-2.66, -5.28, -0.30)  0.0911
H (-1.89, -3.11, -1.21)  0.0460
H (-5.19, 0.89, -4.35)  0.0855
H (-7.32, 2.12, -4.21)  0.0925
H (-8.45, 2.39, -2.01)  0.0869
H (-7.49, 1.32, 0.00)  0.0933
H (-5.41, 0.03, -0.16)  0.0930
H (-2.58, 0.83, -5.30)  0.0676
H (-2.67, 0.17, -7.67)  0.0945
H (-3.55, -2.05, -8.31)  0.0875
H (-4.35, -3.61, -6.56)  0.0909
H (-4.27, -2.94, -4.19)  0.0844

***

Record 4
Entry from the OMol25 dataset: a molecular structure, C18H12Cl5N2O2S3SbTc in a non-equilibrium geometry (the ωB97M-V functional and the def2-TZVPD basis).

**HOMO level (spin up / spin down)**: -4.565 / -4.438 eV
**2S+1**: 3
**Net charge**: -1
**ΔE to the lowest compared entry with this formula, charge and spin**: 10.6 kJ/mol
**E_LUMO (spin up / spin down)**: 1.38 / 1.40 eV
**⟨S²⟩**: 2.02

Each line ends with the natural charge from an NBO analysis.
Cartesian coordinates (Å):
Tc (-0.25, 0.18, 0.80)  0.9648
C (-2.19, -2.73, 3.21)  -0.6771
C (-1.23, -2.22, 2.17)  0.4498
O (-0.87, -0.96, 2.34)  -0.7292
C (-0.76, -3.05, 1.20)  -0.4441
C (0.08, -2.73, 0.09)  0.3233
C (0.66, -3.86, -0.72)  -0.6651
N (0.30, -1.50, -0.26)  -0.3574
N (0.95, -1.27, -1.45)  -0.4153
C (0.90, 0.00, -1.75)  0.5288
O (0.34, 0.88, -0.98)  -0.6784
C (1.48, 0.45, -3.03)  -0.0213
C (1.28, 1.77, -3.43)  -0.2028
C (1.83, 2.23, -4.62)  -0.2203
C (2.58, 1.37, -5.41)  -0.2174
C (2.78, 0.06, -5.01)  -0.2240
C (2.23, -0.41, -3.83)  -0.1979
H (-2.83, -1.91, 3.54)  0.2264
H (-1.65, -3.13, 4.07)  0.2368
H (-2.81, -3.52, 2.79)  0.2151
H (-1.04, -4.09, 1.30)  0.2134
H (0.65, -4.78, -0.13)  0.2141
H (1.68, -3.61, -1.00)  0.2465
H (0.09, -4.01, -1.63)  0.2286
H (0.70, 2.42, -2.79)  0.2384
H (1.67, 3.25, -4.92)  0.2061
H (3.02, 1.74, -6.33)  0.2024
H (3.37, -0.61, -5.64)  0.2042
H (2.38, -1.43, -3.50)  0.2339
Cl (-0.07, 1.82, 4.05)  0.0098
C (-1.08, 2.54, 2.85)  0.0380
C (-1.17, 1.96, 1.57)  -0.3343
C (-2.09, 2.61, 0.74)  -0.0666
Cl (-2.40, 1.91, -0.82)  0.0135
C (-2.80, 3.76, 1.08)  -0.0974
Cl (-3.87, 4.51, -0.04)  0.0239
C (-2.66, 4.29, 2.35)  -0.0975
Cl (-3.54, 5.70, 2.82)  0.0281
C (-1.80, 3.66, 3.25)  -0.1275
Cl (-1.65, 4.30, 4.84)  0.0256
S (1.66, -3.68, 4.38)  -0.7704
Sb (1.48, -1.44, 4.21)  1.0085
S (2.77, -1.10, 2.14)  -0.3772
S (1.90, 0.66, 1.54)  -0.1591

***

Number 1: energy -938.30329 Eh, molar mass 251.3 g/mol. Number 2: energy -1960.38656 Eh, molar mass 528.1 g/mol. Number 3: energy -6708.96508 Eh, molar mass 1458.2 g/mol. Number 4: energy -4769.83364 Eh, molar mass 781.5 g/mol.